Record 1
DFT (wB97M-V/def2-TZVPD) results for 5 unconnected molecules or ions with the total composition C8H26N4O8 at a distorted geometry.

Last column: Mulliken charge in e.
Geometry (Å):
O (0.1294, 4.9011, -3.8175)  -0.475
H (0.4612, -4.9158, 2.2005)  0.390
O (-0.8547, -5.5002, -0.0128)  -0.446
H (2.0609, 4.2713, -1.8931)  0.268
H (3.4135, 5.1363, -2.6814)  0.357
C (-3.0890, 1.0235, -1.6138)  -0.346
H (-2.5014, -0.6256, -3.4084)  0.300
H (0.2697, 2.0495, 4.1801)  0.195
H (-3.6385, -0.8648, -0.7634)  0.259
H (3.3761, 0.5256, -0.3255)  0.178
H (-2.0538, 1.3233, -1.7767)  0.364
O (0.6482, -0.7746, 0.5937)  -0.663
H (-0.1210, -1.0420, 5.3814)  0.200
H (-3.2753, 1.2612, -0.5665)  0.195
H (0.0246, -7.1129, 0.9348)  0.271
C (1.5500, -0.4117, -0.1213)  0.718
H (-1.2831, -4.0323, 2.2227)  0.316
H (-1.0670, -4.6452, 0.3685)  0.251
N (1.0530, 1.7267, 4.7299)  -0.413
C (-0.3299, -5.6557, 2.3217)  -0.720
H (2.4150, 0.5763, 1.1910)  0.229
C (-3.6163, -0.4311, -1.7631)  -0.296
O (1.7326, 0.4126, 6.4159)  -0.699
H (1.7672, 5.9565, -4.3982)  0.321
H (-3.4795, 2.3447, -2.9925)  0.319
H (3.6784, 3.0432, -3.4433)  0.280
H (2.1251, 0.0464, -2.0292)  0.154
O (-2.6304, -1.1066, -2.5876)  -0.530
H (0.4695, 4.1147, -4.2505)  0.319
H (-4.6442, -0.4670, -2.1239)  0.261
H (-1.7005, -6.9237, 1.3352)  0.215
H (-0.4327, 0.1106, 4.2457)  0.146
N (0.0979, -0.1038, 5.0779)  -0.329
O (-3.9926, 1.8534, -2.3468)  -0.529
C (1.4035, 5.4798, -3.4880)  -0.451
N (2.5580, 0.3119, 0.2268)  -0.427
O (2.8481, 3.4279, -3.7334)  -0.543
N (1.4911, -0.4586, -1.4265)  -0.419
H (-0.0646, -6.3503, 3.1189)  0.316
C (0.9606, 0.6909, 5.4867)  0.695
C (2.4973, 4.5693, -2.8464)  -0.364
C (-0.7823, -6.3946, 1.0800)  -0.087
H (1.3241, 6.0941, -2.5911)  0.286
H (0.6780, -0.9528, -1.7651)  0.226
H (1.8681, 2.3113, 4.8484)  0.213
O (-1.3438, -4.7925, 2.8059)  -0.506

Computed properties:
ΔE to the lowest compared entry with this formula, charge and spin	87.2	kcal/mol
orbital gap	9.28	eV
total charge	0
electronic energy	-31055.1366	eV
SMILES	NC(N)=O.NC(N)=O.OCCO.OCCO.OCCO


Record 2
DFT (wB97M-V/def2-TZVPD) results for a single C22H28N6O2 molecule at a distorted geometry.

Last column: Mulliken charge in e.
Geometry (Å):
N (-1.3660, -0.2374, -3.0235)  -0.757
H (-0.4859, 4.1714, -2.5194)  0.336
H (0.1025, -3.6003, 4.6530)  0.291
O (3.1513, -0.6905, 0.0765)  -0.414
N (0.2845, -2.0241, 1.7621)  0.533
C (-0.8423, -0.8923, -2.0069)  0.624
C (0.2634, -4.3050, 2.6275)  -0.603
H (-3.7496, 0.5632, 0.2698)  0.397
H (2.0793, 0.6334, 1.9189)  0.419
H (1.7452, -3.4510, 1.2828)  0.320
C (-2.2719, 0.5390, -1.2215)  0.830
H (1.7908, -2.8083, 2.9211)  0.384
N (-1.0701, -0.8101, 0.4020)  -0.906
C (2.2632, 0.3129, -0.1793)  0.320
H (2.2368, 0.2798, -2.3380)  0.461
H (-3.8148, 1.9218, -0.8743)  0.401
C (-0.5664, -3.8413, 3.8232)  -0.756
H (-1.0210, -0.6441, 2.5813)  -0.023
C (0.4474, -2.3511, -0.6564)  -0.138
H (4.3126, -2.1758, -0.5551)  0.422
H (0.9034, -5.1421, 2.9096)  0.401
C (-1.3779, -2.6016, 3.4514)  -0.713
H (4.5823, 0.5578, -1.9140)  0.320
C (3.8794, -1.2693, -0.9882)  -0.297
C (-2.3464, 2.1341, 0.7130)  0.519
C (1.1224, -3.1431, 2.1197)  -0.897
C (1.7304, 0.9427, 0.9467)  -0.304
C (0.8844, 1.7155, -1.5639)  -0.475
C (1.8446, 0.7269, -1.4385)  -0.369
H (0.7808, 4.6722, -1.3691)  0.311
C (0.0982, -1.9358, -1.8990)  -1.435
C (-3.1491, 1.2864, -0.2897)  -0.947
H (0.5503, 1.9991, -2.5495)  0.104
H (0.2700, -1.2169, 3.6671)  0.478
H (1.1565, -3.1529, -0.5435)  0.358
H (-1.5497, 1.5262, 1.1329)  -0.539
H (5.6647, -0.1047, -0.6893)  0.319
C (0.3257, 2.3161, -0.4434)  -0.365
H (3.2069, -1.5632, -1.8035)  0.209
H (-0.4001, -4.6365, 1.8254)  0.272
H (5.5540, -0.8751, -2.2788)  0.422
N (-2.2379, 0.6360, -2.5318)  -0.581
H (-3.0175, 2.4594, 1.5092)  0.475
C (-0.2761, 4.4331, -1.4802)  -1.200
H (0.4120, 2.4391, 1.6971)  0.560
N (-1.3914, -0.4195, -0.8299)  0.554
H (0.5032, -2.3742, -2.7967)  0.479
C (-1.8512, 3.3862, 0.0117)  0.348
H (-1.9117, -2.2220, 4.3230)  0.404
H (-0.8845, 5.2947, -1.2091)  0.428
H (-2.1132, -2.8578, 2.6862)  0.305
C (-0.4523, -1.5153, 2.9003)  -0.458
O (-2.5609, 4.3704, -0.0700)  -0.704
N (-0.6292, 3.3437, -0.5873)  0.280
C (4.9919, -0.3618, -1.5036)  -1.285
C (0.7879, 1.9383, 0.8173)  -0.227
H (-1.2317, -4.6418, 4.1511)  0.379
C (-0.1316, -1.7316, 0.5085)  0.730

Computed properties:
ΔE to the lowest compared entry with this formula, charge and spin	34.5	kcal/mol
orbital gap	8.40	eV
total charge	0
electronic energy	-36303.8156	eV
SMILES	CCOc1ccc(N(C)C(=O)CCc2nnc3ccc(N4CCCCC4)nn23)cc1


Record 3
DFT (wB97M-V/def2-TZVPD) results for a single C16H15N3O4S molecule at a distorted geometry.

Last column: Mulliken charge in e.
Geometry (Å):
C (-6.0202, 0.4676, 1.0046)  -0.633
O (-0.9036, -2.3615, -0.1292)  -0.674
H (-2.6047, -2.2426, 1.5959)  0.368
H (-5.7367, 2.8618, -1.3141)  0.432
H (1.3788, -0.7509, -2.3331)  0.480
C (-5.0398, -0.1739, 0.3149)  0.374
C (-0.3262, -0.2087, -1.0468)  0.038
C (5.2892, 1.3679, 0.5598)  -0.497
C (5.4611, -0.7206, -0.6554)  -0.635
N (7.4801, 0.3265, 0.2387)  1.000
H (-0.8948, -0.0312, -1.9656)  0.367
S (-4.5435, 0.7589, -1.0647)  -0.083
C (3.9258, 1.3623, 0.3703)  -0.502
C (3.3120, 0.3183, -0.3329)  0.370
O (8.1139, -0.5951, -0.2314)  -0.617
C (-5.6740, 1.9982, -0.6828)  -0.541
H (-6.4772, 0.0647, 1.8911)  0.408
H (-7.1458, 2.3516, 0.8389)  0.395
H (3.3069, 2.1558, 0.7563)  0.517
C (-3.0416, -1.2677, 1.3694)  -0.797
N (-2.0883, -0.5544, 0.5558)  -0.124
C (-4.3794, -1.4706, 0.6330)  -0.689
N (1.1345, 1.2615, -0.0706)  -0.653
H (-2.1974, 0.4427, 0.4454)  0.307
H (-3.2050, -0.7133, 2.2968)  0.419
O (7.9628, 1.2496, 0.8602)  -0.615
C (6.0536, 0.3244, 0.0445)  0.085
C (1.0955, -0.7230, -1.2803)  -0.811
H (5.7811, 2.1630, 1.0989)  0.472
H (1.2058, -1.7228, -0.8534)  0.403
O (-0.1658, 1.0621, -0.3813)  -0.236
C (-1.1378, -1.1725, -0.1574)  0.322
H (-4.1841, -2.0284, -0.2850)  0.312
H (6.0823, -1.5146, -1.0409)  0.473
C (-6.3855, 1.7088, 0.4333)  -0.337
H (3.6330, -1.5331, -1.3830)  0.383
C (1.8779, 0.3265, -0.5262)  0.627
H (-5.0378, -2.0648, 1.2686)  0.391
C (4.0949, -0.7223, -0.8423)  -0.501

Computed properties:
ΔE to the lowest compared entry with this formula, charge and spin	102.7	kcal/mol
orbital gap	8.20	eV
total charge	0
electronic energy	-40327.3757	eV
SMILES	O=C(NCCc1cccs1)[C@@H]1CC(c2ccc([N+](=O)[O-])cc2)=NO1